(1)
Computed, not measured: a 11-piece molecular cluster, C37H48N10O6S overall at a distorted geometry, with ωB97M-V with the def2-TZVPD basis set.

Geometry as XYZ:
```
102
Properties=species:S:1:pos:R:3:forces:R:3:mulliken_charge:R:1
S -48.0379 15.3645 -23.3214 0.5 3.9 -3.9 -0.05
O -46.8613 15.7728 -24.0536 1.7 0.1 -2.5 0.92
O -47.8586 15.8912 -22.0588 0.5 1.3 7.4 -0.77
O -49.1999 15.9833 -23.8733 -2.3 0.5 -1.8 -1.22
O -48.2195 13.9891 -23.3301 -0.5 -6.0 0.1 -0.29
N -50.2335 15.8631 -26.2638 -0.9 -1.3 -10.5 0.33
C -49.2765 15.9132 -27.3328 -11.1 -2.6 -2.8 -0.53
C -50.0997 15.5709 -28.5728 1.8 -0.6 3.4 -0.58
C -51.5113 15.2554 -28.0581 3.2 2.7 0.9 -0.93
C -51.5044 15.6911 -26.6212 5.8 -3.8 -9.6 -0.52
H -50.0735 16.1166 -25.4470 2.6 2.8 9.2 0.51
H -48.3670 16.0817 -27.0746 5.8 1.0 1.0 0.57
H -49.4867 15.3867 -29.5723 -2.0 0.3 2.2 0.23
H -52.3343 15.0450 -28.7688 0.5 0.2 1.0 0.35
H -52.2963 15.8860 -26.1555 -6.0 1.2 4.6 0.82
N -50.5840 12.7079 -23.4207 -2.3 -4.7 -0.1 0.55
C -50.8021 11.3201 -23.1194 -2.7 0.4 -0.2 -0.54
C -52.2054 11.0021 -23.3958 1.5 -0.2 -0.3 -0.26
C -52.8630 12.1799 -24.0568 3.6 0.5 1.9 -1.02
C -51.7105 13.1709 -23.9762 -3.8 -2.1 0.1 0.00
H -49.7247 13.2163 -23.4647 0.7 0.3 0.2 0.01
H -50.1021 10.6152 -22.6311 -0.2 1.0 -0.6 0.35
H -52.5786 9.8826 -23.1405 0.7 3.0 -0.9 0.20
H -53.9722 12.3330 -24.3596 2.5 -0.2 0.6 0.26
H -51.7390 14.2116 -23.9314 -0.5 1.7 -1.0 0.42
N -46.7978 18.1155 -21.3688 -3.3 -0.2 2.1 0.60
C -47.3710 19.0199 -20.3996 10.0 2.4 -2.3 -0.68
C -46.2732 20.0494 -20.1043 0.2 -7.3 -6.3 -0.80
C -45.0533 19.6082 -21.0535 -2.3 -1.0 0.0 -0.87
C -45.5024 18.3996 -21.8124 -1.3 1.9 2.5 -0.61
H -47.4615 17.1358 -21.4573 2.7 2.8 -1.1 -0.12
H -48.3064 19.0792 -20.0471 -3.3 -0.5 0.9 0.61
H -46.2538 20.7455 -19.3784 0.0 2.4 2.1 0.53
H -44.0213 20.1346 -21.2209 -2.3 -1.1 0.5 0.24
H -45.1358 17.6781 -22.6122 0.1 1.4 1.4 0.75
N -44.3043 15.2706 -23.8237 1.5 -1.5 1.3 0.96
C -43.6081 14.2495 -23.1789 0.3 -1.2 0.7 0.10
C -42.1777 14.5318 -23.1689 -2.1 1.1 -1.0 -0.69
C -42.1047 15.8416 -23.8883 -5.6 -2.8 0.9 -1.05
C -43.5220 16.2570 -24.2786 5.8 -1.4 1.5 -0.56
H -45.3017 15.3246 -23.7287 -0.8 0.1 -0.3 -0.27
H -44.2887 13.3342 -22.7578 2.1 2.5 -1.0 0.07
H -41.2794 13.9010 -22.7217 -2.4 1.5 -1.1 0.24
H -41.1898 16.2219 -24.1008 2.2 1.7 -0.8 0.55
H -43.7949 17.1947 -24.7254 -0.4 -0.1 -0.1 0.58
N -46.9897 11.8570 -22.5308 -3.1 2.4 2.2 0.88
C -46.0042 11.2639 -23.2625 -0.6 -3.5 4.3 -0.28
C -45.7376 9.9183 -22.5401 -4.9 6.2 0.6 -1.39
C -46.6651 9.8729 -21.4272 -1.4 3.7 -1.2 -0.65
C -47.5086 11.1782 -21.4026 5.4 -5.2 -2.7 -0.58
H -47.5311 12.8615 -22.6591 2.2 -2.6 -0.7 -0.03
H -45.4938 11.8421 -24.0071 0.1 -0.3 -0.3 0.55
H -44.9630 9.3473 -22.8004 2.6 -2.5 -0.8 0.55
H -46.8918 9.1274 -20.6740 0.5 -0.2 -0.3 0.40
H -48.2468 11.3293 -20.6292 -0.1 0.9 -0.6 0.50
N -49.0622 14.7652 -20.0426 -5.1 -3.5 9.4 0.68
C -49.7162 13.5237 -20.1374 -1.1 3.4 6.0 -0.83
C -50.4572 13.2425 -18.8310 5.1 4.8 -2.7 -1.11
C -50.1717 14.2655 -17.8523 2.7 2.7 -4.8 -0.64
C -49.3351 15.2991 -18.6474 -0.4 -3.4 0.0 -0.46
H -48.6059 15.3722 -20.5824 2.2 2.0 -3.7 0.32
H -49.7531 13.0286 -21.0183 -0.3 -1.5 -2.5 1.00
H -51.1527 12.5390 -18.7868 -2.6 -3.2 0.4 0.58
H -50.4646 14.4507 -16.8129 0.0 -0.4 -0.7 0.40
H -48.6658 16.1195 -18.2241 -1.2 -1.1 -0.9 0.35
N -46.0523 13.6900 -26.0569 -3.2 -1.5 0.4 0.79
C -45.0776 13.6298 -26.9516 0.3 -4.5 -2.8 -0.26
C -45.1387 12.2445 -27.6454 0.2 1.9 1.2 -0.71
C -46.1919 11.4585 -27.0161 4.1 17.7 4.6 -1.54
C -46.8588 12.4537 -26.0198 6.3 0.3 -5.1 -1.61
H -46.4274 14.6252 -25.6833 0.8 -2.1 -0.1 -0.22
H -44.3682 14.4335 -27.1036 -0.2 -0.1 0.0 0.47
H -44.4444 11.9248 -28.5318 -1.4 0.7 2.1 0.24
H -46.5323 10.6593 -27.1571 -4.7 -12.0 -2.3 0.97
H -47.5839 12.4422 -25.3173 -2.3 -0.5 1.8 1.57
N -50.7710 17.7814 -23.0855 0.1 -2.9 -0.4 0.22
C -50.9408 18.1162 -21.7942 -3.8 4.0 -0.8 -0.47
C -51.8781 19.2303 -21.6721 1.0 -0.3 -3.6 -0.69
C -52.1328 19.5903 -23.1697 -0.4 -1.3 -0.5 -0.46
C -51.5254 18.4929 -23.9892 -0.1 3.0 2.3 -0.37
H -50.2805 16.7844 -23.2987 -0.6 2.8 0.2 0.25
H -50.5882 17.6015 -20.9758 1.1 -1.4 1.3 0.71
H -52.3108 19.7516 -20.7480 1.0 -0.9 -1.7 0.28
H -52.7607 20.4975 -23.6920 1.6 -2.5 1.8 0.19
H -51.3765 18.3132 -25.1034 -0.4 0.5 1.8 0.32
N -45.8748 18.0813 -26.0636 -0.1 -0.5 -0.5 0.34
C -46.0747 19.3821 -25.5654 3.3 -0.5 -5.1 -0.53
C -45.4638 20.2737 -26.6058 -0.8 -2.2 1.9 -0.49
C -45.0362 19.4345 -27.7662 -1.3 -2.0 4.1 -0.71
C -45.3089 18.0096 -27.3350 0.6 4.0 -0.2 -0.19
H -46.1010 17.2053 -25.5260 0.0 1.4 -0.6 -0.13
H -46.3479 19.4333 -24.5519 -0.5 0.7 0.9 0.49
H -45.2403 21.3449 -26.2926 -0.5 -1.5 -1.2 0.27
H -44.4830 19.8039 -28.6275 -0.3 -0.4 0.2 0.36
H -44.9943 17.0679 -27.8438 -0.7 1.0 0.7 0.35
C -45.9882 14.8128 -19.9628 0.6 1.6 -5.3 -0.12
N -44.8000 14.2007 -19.4917 4.6 -2.3 3.0 1.03
O -44.8168 13.4525 -18.4895 -1.7 0.7 -1.1 -0.65
O -43.6801 14.4647 -19.9332 -1.6 0.6 -1.0 -0.53
H -46.7511 14.0820 -20.2920 0.8 0.2 0.3 -0.04
H -45.5952 15.5361 -20.9645 -1.5 -2.2 3.3 0.00
H -46.3500 15.3805 -19.1665 -0.7 1.1 1.1 0.24
```
Positions in Å, forces in eV/Å.

Output
- DFT total energy: -2835.1592 a.u.
- Gap between HOMO and LUMO: 7.50 eV
- Molecular weight: 760.9 g mol⁻¹
- Largest force on an atom: 0.36365 Eh/bohr
- Net charge: -2

***

(2)
Computed, not measured: C37H48N8P3S2Tl as an isolated structure at a distorted geometry, with ωB97M-V with the def2-TZVPD basis set.

Geometry as XYZ:
```
99
Properties=species:S:1:pos:R:3:forces:R:3:mulliken_charge:R:1
Tl 12.6821 11.5045 14.7998 0.3 0.1 -0.2 0.64
C 9.0922 7.0943 14.9975 0.9 0.2 0.3 -1.22
C 9.7545 7.9242 16.0542 -0.6 -1.3 -0.7 1.07
N 9.3793 7.9221 17.2854 -0.8 -0.3 -0.4 -0.79
N 10.2227 8.7504 17.8922 1.2 0.9 0.9 0.36
C 11.1901 9.2625 17.1205 -0.3 0.2 -1.0 -0.03
S 12.5025 10.3075 17.4096 -0.6 -0.4 0.4 -0.40
N 10.8396 8.7387 15.8950 0.8 0.2 -0.1 0.29
N 11.5199 9.0402 14.6997 0.6 -0.8 0.8 -0.44
H 8.2306 6.6131 15.4084 -0.5 -0.2 0.4 0.37
H 9.7401 6.3177 14.5928 0.2 0.1 0.0 0.33
H 8.7631 7.7147 14.1964 -0.3 0.5 -0.8 0.30
H 10.0367 9.0067 18.8361 0.2 0.0 0.7 0.20
H 10.8583 8.9517 13.9458 -0.1 0.0 -0.5 -0.09
H 12.2923 8.3545 14.5584 -0.8 0.5 0.1 0.31
C 7.9963 13.8157 7.6270 0.2 1.0 0.3 -0.73
S 7.4456 12.8383 9.0160 0.0 -1.1 0.1 -0.10
C 7.5869 13.9942 10.3750 -0.2 -1.2 1.2 -1.24
C 8.6806 13.6478 11.4055 0.2 0.3 0.0 0.62
C 10.0507 13.9815 10.8033 0.0 -1.3 -0.1 -1.21
N 11.2472 13.6369 11.6174 -1.2 0.8 1.0 0.45
P 12.4877 12.6230 11.1283 0.4 -1.0 -0.1 0.23
C 12.5195 12.9420 9.3373 0.0 -0.4 0.4 0.39
C 12.1423 12.0141 8.3643 0.1 0.3 0.1 -0.11
C 12.1628 12.4060 7.0392 0.0 0.1 0.1 -0.87
C 12.6076 13.6717 6.6962 0.4 0.1 -1.2 -0.53
C 13.0183 14.5765 7.6436 0.1 0.0 1.2 -0.68
C 12.9560 14.2132 8.9893 -0.1 0.3 -0.1 -0.42
C 11.7926 10.8903 11.1930 0.5 0.1 -0.2 0.58
C 10.5339 10.4486 10.7893 -0.4 0.6 0.0 0.17
C 10.1545 9.1272 10.8667 -0.4 -0.5 -0.1 -0.86
C 11.0627 8.1629 11.3044 -0.6 -0.2 0.2 -0.69
C 12.3054 8.5626 11.7317 0.7 0.5 0.1 -0.78
C 12.6671 9.9191 11.6574 0.1 -0.7 0.2 -1.02
P 11.4875 14.3960 13.1588 -0.1 0.3 -0.3 -0.29
C 10.6630 16.0619 13.0102 1.0 -0.4 -0.6 0.74
C 11.3478 16.9894 12.2173 0.1 0.7 -0.1 -0.45
C 10.8811 18.3005 12.0760 0.2 -0.1 0.2 -0.68
C 9.7499 18.7196 12.7632 -0.8 -0.7 0.0 -0.51
C 9.0069 17.7876 13.4860 1.0 -0.6 -0.4 -0.87
C 9.4987 16.4721 13.6080 -1.5 0.3 0.7 -0.08
C 10.4271 13.4669 14.3531 0.1 0.5 0.6 0.66
C 10.3279 13.9166 15.6975 -0.3 0.2 -0.5 -0.73
C 9.6786 13.1391 16.6528 0.6 0.5 -0.1 -0.83
C 9.1792 11.8992 16.3067 -0.7 -0.9 0.8 -0.62
C 9.2624 11.4355 15.0061 0.5 0.6 0.3 -0.86
C 9.9189 12.2082 14.0485 -0.4 -0.4 -0.2 -0.31
H 8.3099 13.1019 6.8581 -0.1 0.5 0.0 0.35
H 8.8420 14.4484 7.9758 -0.3 -0.5 -0.6 0.15
H 7.1705 14.4874 7.3216 0.6 -0.5 -0.2 0.31
H 6.6382 13.9431 10.9241 0.1 0.5 -0.4 0.43
H 7.7766 14.9334 9.9281 -0.2 1.3 -0.1 0.54
H 8.6350 12.5435 11.5841 -0.1 1.0 0.3 -0.01
H 8.4748 14.2846 12.3242 0.3 -1.1 -0.8 -0.01
H 10.1435 15.0189 10.5894 -0.3 1.1 -0.2 0.57
H 10.1061 13.4511 9.8315 0.2 0.2 0.5 0.23
H 11.8474 11.0064 8.6280 -0.1 0.1 0.0 0.42
H 11.8355 11.7339 6.2738 0.0 -0.3 -0.3 0.49
H 12.7317 13.9444 5.6436 -0.3 -0.1 0.3 0.41
H 13.4050 15.5465 7.3953 0.0 0.2 -0.3 0.46
H 13.2133 14.9268 9.7878 0.0 -0.3 -0.5 0.29
H 9.8114 11.1528 10.4105 -0.1 0.2 -0.1 0.47
H 9.1354 8.8337 10.5899 0.5 0.1 0.0 0.51
H 10.7632 7.1213 11.3390 0.1 0.0 0.0 0.44
H 13.0197 7.8569 12.1548 -0.1 0.0 -0.3 0.63
H 13.6712 10.1851 11.9612 0.1 0.2 0.1 0.63
H 12.2818 16.7350 11.7243 -0.1 -0.2 0.0 0.34
H 11.3865 19.0256 11.4468 0.2 -0.2 0.1 0.42
H 9.3552 19.7187 12.6704 0.2 0.2 -0.1 0.39
H 8.0492 18.0519 13.8949 -0.1 0.1 0.3 0.44
H 8.9066 15.7689 14.1961 0.1 0.1 -0.1 0.28
H 10.6825 14.9178 15.9831 0.0 -0.5 -0.2 0.53
H 9.6030 13.5006 17.6765 0.0 -0.1 -0.2 0.44
H 8.7042 11.2897 17.0990 0.2 0.4 -0.7 0.35
H 8.8285 10.5005 14.7198 -0.2 -0.4 -0.1 0.85
H 9.9672 11.8016 13.0431 0.2 0.3 0.0 0.31
C 18.8582 13.1037 15.7740 0.3 1.1 0.2 -0.80
N 17.3770 13.2516 16.2154 -0.1 -0.6 -0.9 0.08
C 16.7905 14.3868 15.3575 0.8 1.3 0.4 -0.87
N 16.9961 14.1809 13.9708 -0.1 0.1 0.2 0.25
C 18.4081 14.0168 13.6248 0.0 -0.8 -0.2 -0.78
N 18.9864 12.8870 14.3871 0.0 0.5 0.1 0.17
C 18.4974 11.5680 13.9990 -0.5 0.3 -1.3 -0.86
P 16.6369 11.3856 14.2235 0.0 0.7 0.4 0.30
C 16.6575 11.9799 16.0222 -1.6 -0.2 -0.6 -0.85
C 16.1715 13.0695 13.5021 -0.2 -0.5 -0.4 -0.25
H 19.3962 12.3497 16.3371 -0.5 -0.3 0.3 0.36
H 19.2334 14.0811 16.0542 0.5 0.1 -0.1 0.41
H 17.2824 13.5283 17.1808 0.3 0.1 0.5 0.34
H 17.3286 15.2757 15.7619 -0.3 -0.4 -0.6 0.35
H 15.7305 14.5500 15.5523 0.0 -0.5 0.3 0.41
H 18.9652 14.9374 13.8391 -0.2 -0.3 0.1 0.29
H 18.5027 13.7872 12.5464 -0.1 0.2 0.6 0.34
H 19.0204 10.8100 14.5704 0.1 -0.2 0.0 0.42
H 18.7110 11.4222 12.9117 0.0 -0.1 0.8 0.40
H 17.1049 11.1995 16.6058 0.4 -0.3 0.5 0.42
H 15.6162 12.1285 16.4001 0.7 -0.2 -0.3 0.52
H 15.0903 13.2556 13.6628 0.5 0.1 0.1 -0.02
H 16.2785 13.0109 12.4216 0.0 -0.1 -0.2 0.47
```
Positions in Å, forces in eV/Å.

Output
- DFT total energy: -3869.1801 a.u.
- Gap between HOMO and LUMO: 7.10 eV
- Molecular weight: 966.3 g mol⁻¹
- Largest force on an atom: 0.03492 Eh/bohr
- Net charge: +2

***

Number 1: HOMO energy -3.122 eV, lowest unoccupied orbital energy 4.38 eV. Number 2: HOMO energy -11.836 eV, lowest unoccupied orbital energy -4.74 eV.